{"formula": "C8H10N3O2S2", "method": "the ωB97M-V functional and the def2-TZVPD basis", "symbols": ["C", "C", "C", "C", "C", "C", "C", "C", "N", "N", "N", "O", "O", "S", "S", "H", "H", "H", "H", "H", "H", "H", "H", "H", "H"], "xyz": [[-0.361125, 4.226629, 0.959605], [1.009419, 4.323015, 1.137848], [-0.904205, 3.143930, 0.322549], [1.911408, 3.349958, 0.811676], [-0.047170, 2.120945, -0.097678], [1.357122, 2.155159, 0.256726], [0.558396, 0.230979, -1.191991], [0.408027, -1.043696, -1.847619], [-0.831912, -3.112506, -0.162498], [-0.370528, 1.130679, -0.983115], [-0.398201, -2.716754, 1.223598], [-2.323859, -4.714113, -1.337115], [-0.700780, -5.780737, 0.233563], [2.159219, 0.797843, -0.463869], [-1.794591, -4.440651, -0.008496], [-1.027729, 4.808258, 1.560960], [1.316074, 5.314471, 1.570118], [-1.855313, 2.888432, -0.008375], [2.955761, 3.500539, 1.090637], [-0.137846, -1.888209, -1.193415], [1.355321, -1.527931, -2.047073], [-0.313273, -1.040527, -2.766836], [-0.300231, -5.933645, -0.607812], [-0.525035, -3.596750, 1.748542], [-1.138947, -2.195317, 1.800070]], "forces_ev_per_a": [[-0.92, -0.97, 0.52], [0.23, 2.34, 1.01], [2.00, -1.42, -0.67], [-0.41, -1.36, -0.08], [2.77, 0.49, -0.35], [-0.40, 0.99, -0.59], [-0.12, 2.64, 1.25], [-1.89, -2.11, -1.05], [-1.10, -0.82, 1.37], [-0.23, -1.83, 0.17], [-1.43, -0.79, 0.96], [-0.41, -0.32, -0.88], [-0.87, 0.55, 1.24], [-0.97, -0.58, -0.11], [1.44, 1.26, 0.32], [-0.18, 1.09, -0.27], [0.16, -1.28, -0.21], [-2.19, 0.56, 0.10], [-0.21, -0.32, -0.43], [0.63, 1.43, -0.40], [0.25, 0.12, -0.46], [1.53, 0.37, 1.49], [0.56, -0.07, -1.20], [1.07, 0.17, 0.04], [0.68, -0.12, -1.75]], "e_tot_ev": -38692.5305, "multiplicity": 1, "charge": -1, "de_lowest_kj_mol": 0.0, "max_force_ev_per_a": 3.026, "orbital_gap_ev": 6.7666}

***

{"formula": "C8H10N3OS", "method": "the ωB97M-V functional and the def2-TZVPD basis", "symbols": ["C", "C", "C", "C", "C", "C", "C", "C", "N", "N", "N", "O", "S", "H", "H", "H", "H", "H", "H", "H", "H", "H", "H"], "xyz": [[3.560999, 0.653857, -0.183584], [2.641613, 1.314975, -0.950817], [3.090488, -0.442217, 0.658280], [1.327244, 1.041501, -0.956709], [1.824879, -0.905818, 0.502153], [0.899480, -0.210284, -0.279270], [-1.298799, -0.068639, -1.178442], [-2.845287, -1.771711, -0.398253], [-2.427047, -0.761675, -1.302216], [-0.364624, -0.641670, -0.401325], [-2.083500, -2.123166, 0.604043], [-4.050063, -2.113870, -0.550396], [-3.457716, 3.103600, 0.698086], [4.572702, 1.015595, -0.169116], [3.058522, 2.035449, -1.568338], [3.795195, -0.907497, 1.389247], [0.550416, 1.569276, -1.541742], [1.533629, -1.894590, 0.831190], [-1.062317, 0.817105, -1.595717], [-1.140696, -1.742635, 0.304695], [-2.136767, -2.742973, 1.370710], [-4.385274, -1.747669, -1.436983], [-3.654162, 3.857249, 1.780056]], "forces_ev_per_a": [[-0.87, -2.01, 2.38], [0.24, 0.41, -0.43], [2.15, 0.93, -0.16], [-1.95, -2.13, 0.23], [0.11, -0.95, 0.01], [-0.82, 2.80, -1.47], [-1.48, -5.37, 2.47], [2.26, 2.12, 0.23], [0.01, 1.23, -0.14], [1.80, -0.07, 0.26], [0.57, 0.54, -1.77], [-2.34, -0.70, -1.70], [0.03, -0.17, -0.23], [0.30, -0.25, 0.11], [0.28, 1.68, -1.09], [-0.68, 0.24, -0.96], [1.16, -0.02, 0.41], [-0.06, 0.15, 0.60], [-0.34, 2.78, -2.08], [0.18, -0.09, 1.01], [-1.09, -0.84, 0.47], [0.55, -0.42, 1.65], [0.00, 0.13, 0.20]], "e_tot_ev": -25800.9608, "multiplicity": 1, "charge": 1, "de_lowest_kj_mol": 301.6, "max_force_ev_per_a": 6.098, "orbital_gap_ev": [7.2070, 5.9930]}

***

{"formula": "C8H10N3S", "method": "the ωB97M-V functional and the def2-TZVPD basis", "symbols": ["C", "C", "C", "C", "C", "C", "C", "C", "N", "N", "N", "S", "H", "H", "H", "H", "H", "H", "H", "H", "H", "H"], "xyz": [[2.113745, 1.144335, 0.025151], [3.776457, -0.169459, 0.326536], [1.410584, -0.011225, 0.238693], [-2.077979, 0.835166, 0.962777], [-2.651302, -0.432936, 0.851906], [-0.791531, 1.014030, 0.605967], [-1.880104, -1.540195, 0.596229], [-0.042604, -0.146828, 0.168728], [3.418387, 0.984392, -0.023036], [-0.570959, 0.202747, -1.926342], [-0.600307, -1.399314, 0.277755], [2.542334, -1.295413, 0.688829], [1.702561, 2.101376, -0.197364], [4.896110, -0.263343, 0.551192], [-2.596274, 1.809141, 1.029589], [-3.689315, -0.560800, 1.230308], [-0.045811, 1.840478, 0.810252], [-2.376950, -2.575649, 0.554889], [-1.567481, -0.121722, -1.659001], [-0.075902, -0.360277, -2.655080], [-0.159287, -2.170314, -0.170846], [-0.734376, 1.115803, -2.287125]], "forces_ev_per_a": [[-1.02, -0.05, -0.87], [3.86, -1.57, 1.23], [-1.85, -1.34, 1.02], [-1.65, 3.00, -0.57], [-1.55, -0.03, 1.61], [4.31, -1.73, 0.00], [-2.20, -1.81, -0.15], [3.10, 3.03, 1.86], [0.85, 2.60, -0.15], [-2.21, -1.58, -0.78], [-0.22, -1.68, -0.36], [-0.79, 0.40, -0.60], [-0.32, 0.48, -0.26], [-1.85, -0.82, -0.47], [-0.51, -1.10, 0.65], [0.80, -0.08, -0.74], [-1.96, -0.39, -0.43], [1.18, 1.68, 0.16], [2.22, 0.13, -1.28], [-1.01, 0.41, 0.83], [0.56, -0.53, -0.29], [0.25, 0.99, -0.40]], "s2": 2.022, "e_tot_ev": -23752.4544, "multiplicity": 3, "charge": 1, "de_lowest_kj_mol": 36.1, "max_force_ev_per_a": 4.720, "orbital_gap_ev": [5.6849, 5.5398]}

***

{"formula": "C8H10N4O", "method": "the ωB97M-V functional and the def2-TZVPD basis", "symbols": ["N", "C", "N", "N", "O", "N", "C", "C", "C", "C", "C", "C", "C", "H", "H", "H", "H", "H", "H", "H", "H", "H", "H"], "xyz": [[-1.774255, -0.298864, 1.668649], [-1.853543, -0.504434, 0.401405], [-2.659860, -1.233959, -0.224069], [-1.012930, 0.358815, -0.522765], [-1.414600, 0.433783, -1.753218], [-1.000239, 1.880483, 0.037383], [0.207654, 2.134682, 0.344630], [1.152809, 0.975030, 0.252585], [2.546205, 0.939155, 0.422431], [3.105833, -0.239208, 0.018349], [2.376658, -1.261845, -0.542449], [0.972985, -1.207356, -0.681556], [0.383595, -0.037153, -0.306496], [-2.457619, -0.720727, 2.363667], [-1.107056, 0.382832, 2.028228], [-3.461081, -1.785470, 0.289166], [-2.911360, -1.262773, -1.253085], [-2.019107, 1.185088, -1.906485], [0.528485, 3.270148, 0.423528], [3.103077, 1.775186, 0.944985], [4.182081, -0.542796, -0.104542], [2.741738, -2.169490, -1.009228], [0.370532, -2.071133, -0.891106]], "forces_ev_per_a": [[-0.46, -0.30, 2.09], [0.43, 2.58, -1.07], [-5.45, -3.98, -1.32], [1.80, 1.42, 5.32], [-0.59, -1.03, -3.00], [-0.76, -0.18, -0.47], [1.63, 1.26, -0.52], [-0.71, 2.22, -0.23], [-0.89, 1.18, 1.28], [2.79, -2.05, -1.56], [-2.55, -0.86, -0.81], [0.05, -0.14, 0.78], [1.44, -0.26, -0.52], [1.27, 0.57, -1.21], [-0.26, -0.25, 0.03], [2.27, 1.26, -0.85], [1.29, 0.52, 1.41], [0.05, 0.34, 0.48], [-0.90, -2.39, 0.43], [-0.69, -1.10, -0.97], [-0.78, 1.37, 0.97], [0.92, 0.15, 0.54], [0.11, -0.34, -0.79]], "e_tot_ev": -16444.6879, "multiplicity": 1, "charge": 2, "de_lowest_kj_mol": 215.3, "smiles": "NC(=[NH2+])[N@@+]1(O)N=Cc2ccccc21", "max_force_ev_per_a": 6.880, "orbital_gap_ev": 9.1028}

***

{"formula": "C8H10N4O2S", "method": "the ωB97M-V functional and the def2-TZVPD basis", "symbols": ["C", "C", "C", "C", "C", "C", "C", "C", "N", "N", "N", "N", "O", "O", "S", "H", "H", "H", "H", "H", "H", "H", "H", "H", "H"], "xyz": [[-0.913391, -0.897064, -1.230451], [-0.971621, -2.081647, -0.384512], [0.117366, -1.935055, 0.491260], [-1.166397, 2.430328, 0.092191], [1.534845, 1.729211, -0.557282], [1.196562, 3.168819, 0.026714], [0.489850, 1.004282, -1.322828], [0.604872, -2.878537, 1.537840], [0.833510, -0.860375, 0.142114], [0.155206, -0.199509, -0.811616], [-0.164334, 3.129751, 0.672181], [-1.922116, -3.075151, -0.344197], [-2.818163, -3.087344, -1.256142], [-1.862764, -3.833201, 0.613534], [-2.652305, 1.975608, 0.329055], [-1.585857, -0.685199, -2.031696], [2.482445, 1.978182, -0.981232], [1.880148, 0.991735, 0.232418], [1.884346, 3.546866, 0.799869], [1.255912, 3.901989, -0.879411], [-0.043135, 1.447487, -2.272140], [0.615166, -2.317628, 2.501814], [-0.151509, -3.624095, 1.790717], [1.564679, -3.361383, 1.230084], [-0.363314, 3.531930, 1.611716]], "forces_ev_per_a": [[-0.74, -3.04, 1.62], [1.36, 3.66, -1.33], [0.78, -0.02, -0.98], [2.64, 0.44, 0.43], [0.97, 0.32, 2.23], [-1.33, -0.05, -0.87], [-0.36, 3.81, -0.96], [-0.11, 0.19, 1.07], [0.09, -0.18, 1.64], [-1.88, -2.06, -1.45], [-1.22, -0.54, -0.76], [-2.80, -0.44, -1.45], [2.15, -0.23, 2.16], [-0.88, -0.33, -0.84], [-0.40, -0.02, 0.07], [-0.05, 0.59, -0.23], [0.65, -0.28, -1.48], [-0.75, 1.17, -0.43], [0.00, -0.51, -0.44], [-0.51, -1.03, 1.70], [1.18, -1.50, 2.10], [0.93, -0.21, -0.65], [0.40, -0.06, -0.65], [-0.69, 0.58, 0.61], [0.58, -0.27, -1.09]], "e_tot_ev": -29341.6335, "multiplicity": 1, "de_lowest_kj_mol": 103.4, "max_force_ev_per_a": 4.121, "orbital_gap_ev": [6.7084, 7.0340]}